Computed, not measured: C17H13F2N3O in the gas phase in a non-equilibrium geometry, with wB97M-V/def2-TZVPD.

Structure (XYZ):
```
36
Properties=species:S:1:pos:R:3:lowdin_charge:R:1
F 2.757 -0.811 1.515 0.078
F 3.442 0.022 -0.341 0.081
O 2.805 -2.139 -0.288 0.067
N -2.071 1.764 -0.742 0.183
N -1.076 0.626 0.895 0.187
N -3.418 -1.582 2.170 0.186
C -1.279 -1.664 -1.054 -0.243
C 0.520 -2.746 0.125 0.011
C 1.008 -1.065 -1.533 0.016
C -0.832 -2.592 -0.120 -0.031
C 1.431 -1.969 -0.572 -0.224
C -3.167 -0.354 -0.091 -0.205
C 0.857 3.988 -0.365 -0.098
C -2.744 -1.364 -1.198 -0.083
C -0.345 3.579 -0.903 -0.019
C -0.267 1.706 0.643 -0.188
C -3.323 -1.034 1.171 -0.208
C 3.401 -1.140 0.362 -0.464
C -0.347 -0.920 -1.767 -0.023
C -2.129 0.720 0.027 -0.329
C 0.938 2.123 1.182 -0.021
C 1.488 3.274 0.656 -0.092
C -0.914 2.418 -0.393 -0.230
H -0.832 4.127 -1.693 0.108
H 1.427 1.566 1.966 0.105
H -0.683 -0.199 -2.498 0.123
H 4.434 -1.427 0.608 0.175
H 1.725 -0.470 -2.076 0.124
H -3.346 -2.270 -1.107 0.127
H -4.123 0.105 -0.367 0.160
H 0.875 -3.451 0.860 0.126
H -1.546 -3.180 0.438 0.115
H -0.915 -0.102 1.572 0.161
H -2.937 -0.901 -2.166 0.125
H 2.431 3.632 1.040 0.101
H 1.329 4.883 -0.742 0.098
```

Results
**HOMO**: -8.663 eV
**Net charge**: 0
**HOMO-LUMO gap**: 9.37 eV
**ΔE to the lowest compared entry with this formula, charge and spin**: 0.0 kcal/mol
**Spin multiplicity**: 1
**SMILES string**: N#C[C@H](Cc1ccc(OC(F)F)cc1)c1nc2ccccc2[nH]1

Computed, not measured: C17H13F3N2O5 in the gas phase in a non-equilibrium geometry, with wB97M-V/def2-TZVPD.

Structure (XYZ):
```
40
Properties=species:S:1:pos:R:3:lowdin_charge:R:1
F -2.543 4.946 1.225 0.152
F -0.504 4.590 1.997 0.162
F -1.142 6.593 1.295 0.116
O 0.911 -1.392 0.588 0.083
O -0.420 -3.898 1.737 0.119
O -0.715 4.965 -0.291 0.087
O 1.514 -5.100 1.686 0.099
O -2.163 -2.912 -2.168 0.067
N -0.328 0.022 -1.028 0.077
N -0.070 -3.045 -1.756 0.188
C -2.184 -0.018 -2.307 0.082
C -1.066 3.747 -0.771 -0.292
C 1.593 -3.066 2.855 -0.090
C -1.942 1.336 -1.895 -0.180
C -0.305 2.565 -0.558 0.095
C 2.057 0.154 -0.561 0.008
C 2.231 -1.407 0.989 -0.239
C -2.692 2.477 -2.081 0.001
C -0.755 1.368 -1.150 -0.113
C -2.229 3.680 -1.531 -0.004
C 0.825 -0.381 -0.323 -0.252
C 2.991 -0.492 0.306 0.012
C -1.222 5.224 1.047 -0.527
C 2.697 -2.323 2.076 -0.100
C 0.884 -4.103 2.001 -0.518
C -1.169 -2.267 -1.918 -0.502
C -1.190 -0.831 -1.741 -0.083
H 0.579 2.630 0.062 0.119
H 3.330 -1.727 2.718 0.122
H 2.040 -3.618 3.693 0.135
H 2.215 0.994 -1.216 0.122
H -0.251 -4.032 -1.646 0.124
H 0.880 -2.347 3.277 0.121
H 3.339 -3.079 1.625 0.129
H -2.987 -0.382 -2.951 0.132
H -2.774 4.608 -1.693 0.126
H 0.717 -2.648 -1.299 0.072
H 4.037 -0.324 0.422 0.114
H -3.584 2.475 -2.717 0.126
H -0.608 -2.981 2.002 0.113
```

Results
**HOMO**: -8.387 eV
**Net charge**: 0
**HOMO-LUMO gap**: 8.39 eV
**ΔE to the lowest compared entry with this formula, charge and spin**: 0.0 kcal/mol
**Spin multiplicity**: 1
**SMILES string**: NC(=O)c1cc2ccc(OC(F)(F)F)cc2n1-c1ccc(CCC(=O)O)o1

Computed, not measured: a molecular structure, C17H13F6N7O10RuS3, with wB97M-V/def2-TZVPD.

Structure (XYZ):
```
57
Properties=species:S:1:pos:R:3:lowdin_charge:R:1
Ru -0.068 0.029 1.049 1.551
S -0.005 -2.180 2.384 0.756
S 2.411 0.587 -1.288 0.641
S -0.193 1.380 -2.024 0.661
F -0.237 2.981 -4.054 0.183
F 0.688 3.838 -2.296 0.155
F 4.208 1.869 0.057 0.140
F 2.365 2.963 -0.202 0.130
F -1.461 3.593 -2.369 0.159
F 3.740 2.753 -1.867 0.186
O -1.142 0.599 -2.738 -0.210
O -1.966 -0.910 0.432 -0.124
O -0.438 1.606 -0.580 -0.415
O 1.931 0.133 0.040 -0.422
O -2.299 -5.638 -4.779 0.109
O -0.189 -1.305 -0.761 -0.110
O 3.414 -0.213 -1.893 -0.206
O -6.382 -3.912 -2.859 0.109
O -0.423 -5.171 -3.830 0.097
O -6.279 -2.442 -1.289 0.097
N -0.118 2.085 2.128 0.012
N 1.292 0.967 -2.295 -0.257
N -5.778 -3.196 -2.095 -0.348
N 2.349 -3.206 2.997 0.145
N 2.280 -0.927 2.978 0.018
N 1.578 0.208 2.706 -0.049
N -1.625 -5.069 -3.953 -0.348
C 1.076 2.469 2.624 -0.221
C -0.735 4.380 1.911 -0.006
C 3.235 2.152 -0.813 -0.684
C -0.297 3.069 -2.741 -0.690
C 1.415 3.794 2.775 0.009
C -2.313 -4.115 -3.054 -0.093
C -3.589 -2.375 -1.345 0.095
C 2.008 1.368 3.006 -0.231
C -4.300 -3.228 -2.161 -0.094
C 1.638 -2.107 2.798 -0.783
C -1.000 3.025 1.784 -0.096
C -1.416 -1.503 -0.557 -0.621
C 0.494 4.767 2.401 -0.005
C -2.204 -2.403 -1.417 -0.097
C 3.303 1.669 3.685 0.019
C -1.548 -3.274 -2.276 0.099
C -3.693 -4.112 -3.029 0.108
H -4.272 -4.770 -3.659 0.141
H 3.328 -3.196 3.235 0.131
H -1.946 2.678 1.391 0.128
H 0.745 5.815 2.495 0.128
H 4.026 2.037 2.951 0.109
H -1.481 5.103 1.614 0.126
H 2.380 4.078 3.168 0.123
H 1.905 -4.100 2.857 0.121
H 3.725 0.800 4.184 0.083
H 3.275 -0.883 3.148 0.158
H 3.166 2.440 4.441 0.100
H -4.107 -1.706 -0.674 0.139
H -0.470 -3.295 -2.339 0.141
```

Results
**HOMO (alpha / beta)**: -12.380 / -12.871 eV
**Net charge**: +1
**HOMO-LUMO gap (alpha / beta)**: 8.06 / 7.34 eV
**ΔE to the lowest compared entry with this formula, charge and spin**: 6.7 kcal/mol
**Spin multiplicity**: 6

Computed, not measured: C17H13F7N2O3 in the gas phase, with wB97M-V/def2-TZVPD.

Structure (XYZ):
```
42
Properties=species:S:1:pos:R:3:lowdin_charge:R:1
F -1.657 2.063 0.663 0.133
F -7.217 -1.565 0.391 0.050
F -1.484 4.202 0.672 0.161
F 5.011 -2.304 0.066 0.125
F 6.891 -1.290 0.247 0.141
F -2.980 3.248 -0.548 0.145
F 5.355 -0.485 -1.025 0.168
O -1.128 -3.355 -0.850 0.080
O 0.586 2.972 -0.893 -0.004
O 4.269 0.831 0.950 -0.014
N 0.487 -1.877 -0.349 0.138
N -1.724 -1.354 0.102 0.138
C -0.741 3.092 -1.305 -0.073
C 1.093 1.757 -0.500 -0.234
C -5.209 -2.474 -0.447 0.000
C -0.843 -2.265 -0.411 -0.511
C 2.368 1.815 0.045 0.078
C 1.080 -0.627 -0.216 -0.221
C 5.572 -1.085 0.144 -0.601
C -1.713 3.154 -0.119 -0.600
C 3.010 0.648 0.438 -0.240
C 0.446 0.537 -0.644 0.023
C 5.034 -0.267 1.340 -0.068
C 2.368 -0.574 0.318 0.045
C -3.829 -2.438 -0.526 -0.003
C -3.117 -1.460 0.163 -0.218
C -5.183 -0.549 1.010 -0.007
C -5.869 -1.530 0.317 -0.284
C -3.804 -0.519 0.930 -0.021
H -3.254 0.239 1.467 0.104
H -5.724 0.174 1.598 0.119
H 2.866 2.763 0.145 0.135
H -1.336 -0.574 0.614 0.127
H -3.300 -3.171 -1.111 0.103
H 5.897 0.150 1.869 0.148
H 4.493 -0.947 2.010 0.144
H -0.814 4.051 -1.827 0.154
H -0.519 0.460 -1.116 0.112
H -5.773 -3.227 -0.974 0.120
H 2.829 -1.500 0.617 0.110
H -1.067 2.290 -1.978 0.142
H 1.120 -2.652 -0.495 0.157
```

Results
**HOMO**: -8.387 eV
**Net charge**: 0
**HOMO-LUMO gap**: 8.90 eV
**ΔE to the lowest compared entry with this formula, charge and spin**: 2.9 kcal/mol
**Spin multiplicity**: 1
**SMILES string**: O=C(Nc1ccc(F)cc1)Nc1cc(OCC(F)(F)F)cc(OCC(F)(F)F)c1

Computed, not measured: a molecular structure, C17H13N4S4Ti in a non-equilibrium geometry, with wB97M-V/def2-TZVPD.

Structure (XYZ):
```
39
Properties=species:S:1:pos:R:3:lowdin_charge:R:1
Ti -1.100 0.735 0.509 0.507
S -3.555 -0.034 0.432 0.662
S -1.232 2.343 2.229 0.525
S -1.879 2.658 -0.618 0.522
S -0.638 4.937 0.855 0.558
N 0.901 0.533 0.427 -0.111
N -0.792 -0.821 1.870 -0.037
N -1.528 -0.571 -1.064 -0.124
N 1.431 -0.365 1.229 0.076
C -0.811 -1.146 -2.046 -0.106
C 4.135 1.931 -0.751 -0.078
C 0.169 -2.770 3.609 -0.050
C 3.224 1.218 0.008 -0.022
C -1.636 -1.533 2.646 -0.127
C -1.392 -1.976 -2.968 -0.058
C 3.718 2.680 -1.844 -0.085
C -1.205 -2.502 3.514 -0.048
C 1.871 1.253 -0.331 -0.244
C 2.374 2.713 -2.176 -0.070
C -1.226 3.421 0.833 -1.749
C 1.044 -2.052 2.840 0.005
C -2.850 -0.810 -0.930 -0.744
C -2.772 -2.214 -2.865 -0.053
C 0.541 -1.066 1.971 -0.329
C -3.504 -1.641 -1.858 -0.073
C 1.450 2.002 -1.425 -0.052
H 5.183 1.907 -0.479 0.104
H -1.926 -3.040 4.110 0.108
H -3.260 -2.859 -3.585 0.113
H 4.438 3.239 -2.427 0.103
H -2.682 -1.290 2.532 0.063
H 0.401 2.048 -1.687 0.043
H -0.799 -2.426 -3.749 0.105
H 0.245 -0.902 -2.066 0.117
H 3.547 0.646 0.863 0.101
H -4.565 -1.812 -1.750 0.110
H 2.031 3.298 -3.018 0.109
H 2.113 -2.204 2.872 0.117
H 0.533 -3.530 4.287 0.112
```

Results
**HOMO (alpha / beta)**: -7.472 / -7.777 eV
**Net charge**: 0
**HOMO-LUMO gap (alpha / beta)**: 6.26 / 5.89 eV
**ΔE to the lowest compared entry with this formula, charge and spin**: 11.7 kcal/mol
**Spin multiplicity**: 2

Computed, not measured: a molecular structure, C17H13N9 in a non-equilibrium geometry, with wB97M-V/def2-TZVPD.

Structure (XYZ):
```
39
Properties=species:S:1:pos:R:3:lowdin_charge:R:1
N -0.100 -5.337 2.940 0.120
N 0.258 5.043 -0.958 0.181
N -2.086 -1.768 1.195 -0.059
N -0.267 -2.975 1.058 0.172
N -2.395 -2.912 1.725 0.130
N 0.712 1.590 -1.238 0.194
N 0.955 2.891 -1.473 -0.008
N -0.784 3.028 -0.165 0.222
N -1.749 -6.183 1.504 0.121
C -1.579 -7.395 1.962 -0.177
C -0.551 -7.746 2.807 -0.046
C 2.013 4.710 -2.468 0.034
C 1.367 7.043 -1.612 -0.033
C -0.720 -1.805 0.891 -0.307
C 0.099 3.704 -0.816 -0.363
C -0.363 1.744 -0.506 -0.325
C -2.945 -0.602 1.065 0.000
C 1.920 3.329 -2.348 -0.202
C 2.728 2.412 -3.170 -0.013
C -1.058 -5.101 2.036 -0.225
C -2.367 0.512 0.568 0.000
C -0.085 -0.588 0.360 0.092
C -0.908 0.525 0.054 -0.098
C 0.114 -6.616 3.259 -0.144
C -1.297 -3.654 1.710 -0.230
C 1.131 5.556 -1.732 -0.336
H 0.984 -0.702 0.307 0.110
H 3.181 3.048 -3.947 0.094
H 2.072 1.706 -3.607 0.072
H 0.573 7.485 -0.910 0.106
H 0.911 -6.740 3.997 0.106
H -0.355 -8.808 3.146 0.127
H -2.239 -8.173 1.610 0.104
H 2.723 5.219 -3.067 0.104
H 1.200 7.539 -2.612 0.096
H 2.274 7.352 -1.193 0.051
H -3.889 -0.663 1.607 0.122
H -2.937 1.437 0.539 0.102
H 3.459 1.894 -2.520 0.107
```

Results
**HOMO**: -8.748 eV
**Net charge**: 0
**HOMO-LUMO gap**: 8.58 eV
**ΔE to the lowest compared entry with this formula, charge and spin**: 0.0 kcal/mol
**Spin multiplicity**: 1